Record 1
85
Properties=species:S:1:pos:R:3:forces:R:3:mulliken_charge:R:1 method="wB97M-V/def2-TZVPD" homo_energy_ev=-7.15 energy_ev=-68537.751 multiplicity=1 relative_energy_ev=7.954 charge=-1 gap_ha=0.324
H -0.873 -6.049 2.007 -0.480 0.043 -0.366 0.385
C -0.285 -3.396 1.560 0.213 -0.479 -0.801 0.356
H 0.336 1.203 -3.233 -0.207 -0.986 -2.264 0.234
H -0.275 -5.454 3.452 0.010 -0.502 0.645 0.378
H 1.012 -0.219 1.778 1.644 -1.062 -0.262 -2.182
O 2.918 -0.148 3.832 0.794 -0.922 2.265 -0.334
H 0.560 1.006 2.112 -1.124 0.998 2.288 0.086
H 0.746 -1.443 -0.967 -0.764 -0.008 -0.359 0.089
C -1.191 -5.450 2.860 2.327 0.193 -0.043 -1.591
O 0.083 1.127 4.090 -0.998 2.347 2.654 -0.584
H 1.974 -1.849 3.179 0.423 -0.224 0.596 0.313
H 0.611 -0.414 -2.730 -0.984 -0.069 -1.603 0.104
C 2.537 1.918 -0.835 -0.467 0.838 1.240 1.110
H 2.054 -1.649 0.138 0.689 -0.195 -0.071 0.364
O -3.350 -2.865 -0.008 1.901 0.520 1.308 -0.585
H -1.388 -3.350 3.382 0.555 -0.132 0.362 0.212
O 2.902 2.337 -3.025 0.884 0.971 -2.327 -0.551
H -3.510 3.124 -2.583 -0.281 0.077 0.818 0.473
C -0.026 0.546 -0.447 0.676 -1.539 1.222 1.650
H 2.083 0.020 -0.411 0.281 -1.427 1.092 -1.494
H 1.626 2.218 -0.318 0.559 0.168 0.249 -0.534
C -0.630 2.255 4.508 2.522 1.023 5.099 0.267
C -0.290 0.854 2.778 -0.017 -2.041 1.718 2.824
H -2.338 1.379 2.204 -0.233 0.026 0.660 0.285
C -1.819 -1.155 -3.088 -1.164 0.505 -1.257 -1.061
O -4.371 3.140 1.820 2.790 -0.505 -2.990 -0.651
H -2.168 1.026 -0.591 -0.587 -0.330 -0.682 -0.891
H -1.317 -2.122 -3.048 0.496 0.313 0.392 0.301
H -1.033 -1.356 -0.881 0.604 0.297 0.308 -0.740
H 3.477 -0.293 -2.233 0.436 0.663 0.195 0.482
H -1.026 2.402 1.651 -0.094 -0.688 1.595 0.030
H 3.653 -1.643 2.584 0.172 0.105 0.117 0.302
H 2.371 -0.223 -3.582 0.734 0.343 0.746 0.750
C 0.366 -0.570 -5.767 0.298 -0.825 1.309 0.475
H -0.597 2.499 -0.007 -0.724 0.612 0.151 -0.400
H 2.978 1.109 -0.253 1.060 1.924 -0.343 0.124
C -0.634 -0.660 2.710 -1.135 0.752 0.149 -1.556
C -2.433 -3.045 0.765 -1.947 -2.381 0.006 0.583
C 2.097 -0.321 1.734 1.417 0.206 -1.217 1.332
C 2.147 1.491 -2.197 1.020 -0.434 -0.759 2.186
H -2.005 -0.664 -2.132 0.096 -0.289 -0.275 0.210
C 2.734 -1.131 2.870 -1.495 -0.188 -1.448 -0.278
H 1.819 -0.597 -1.956 0.873 0.067 -0.366 0.606
H 0.413 -2.713 2.042 -0.472 -0.038 -0.352 -0.410
O -3.746 2.165 -0.143 -1.005 0.236 0.772 -0.480
C 0.291 0.174 -3.590 -1.982 -0.006 -0.787 0.413
O 3.561 2.040 3.789 -1.399 -2.717 -0.986 -0.653
O -2.266 3.380 0.923 -1.449 2.294 -1.168 -0.426
O 0.195 1.148 0.652 -0.336 -1.279 -4.649 0.130
H 0.363 -4.093 1.028 -0.387 -0.416 -0.194 0.407
H -2.789 -1.419 -3.509 -0.295 0.137 0.022 0.530
C -1.141 -0.179 -4.043 1.691 0.044 1.222 0.874
H 0.215 -1.340 2.782 -0.255 0.843 0.444 0.423
H -2.088 2.343 -3.009 0.646 0.172 0.489 0.256
O -0.128 1.098 -1.541 -2.586 0.135 1.700 -1.188
O 3.340 3.056 -1.031 1.059 1.027 -0.243 -0.539
O -0.876 -0.804 -5.265 -0.740 -0.725 -2.615 -0.465
C -1.402 1.846 2.509 1.674 -1.016 -2.377 -0.063
O 4.205 4.226 -2.791 -1.549 -2.086 0.487 -0.640
H 3.598 -0.751 0.228 0.025 0.127 -0.174 0.925
H -1.661 0.766 -4.199 -0.499 -0.413 -0.144 0.107
H -1.312 -0.996 3.495 -0.340 0.408 0.051 0.244
H -1.376 3.740 -0.991 -0.097 0.737 0.493 0.485
H -1.989 -5.969 3.390 -0.139 0.717 -0.058 0.342
H -0.025 -1.394 0.593 0.534 1.149 -1.253 -0.757
O 0.800 -0.902 -6.833 -0.744 0.499 0.676 -0.595
O -1.466 2.704 3.601 -0.416 -0.255 0.636 -0.388
O -1.154 -2.748 0.620 -0.127 -1.339 -0.190 -0.147
O -0.433 2.801 5.628 -0.841 -2.150 -4.139 -0.682
O 2.586 0.999 2.043 0.164 0.456 -0.904 -0.524
C -2.947 2.220 -2.349 1.376 -0.122 -0.663 -1.689
C 2.485 0.046 -2.531 1.152 -0.823 0.328 -2.037
H 1.084 1.713 -2.290 2.105 0.573 -0.120 -0.385
O -2.540 -3.831 1.890 -1.511 1.149 -1.757 -0.415
C -3.532 2.931 0.916 -2.337 0.976 3.142 0.470
H -1.083 -0.818 1.729 -0.324 -0.028 0.543 0.263
C 2.514 -0.676 0.309 -0.250 -1.149 1.680 -1.102
C -1.556 2.953 -0.257 -0.567 1.533 -0.884 0.379
C 3.536 3.294 -2.365 1.091 1.155 1.091 0.303
C -2.543 2.015 -0.852 -0.648 -1.590 -2.320 2.312
C -0.101 -1.019 -0.428 0.102 1.875 -0.117 -0.351
O 1.102 -0.070 -4.746 -0.529 0.396 -1.382 -0.535
C 3.053 1.042 3.277 1.536 3.547 0.895 0.602
H -3.424 1.408 -2.897 -0.516 -0.358 0.881 0.313
C -1.288 -3.973 2.493 -1.591 -1.440 2.176 0.618

---

Record 2
79
Properties=species:S:1:pos:R:3:forces:R:3:lowdin_spin:R:1 method="wB97M-V/def2-TZVPD" homo_energy_ev="-10.74 / -10.73" energy_ev=-131726.914 multiplicity=2 relative_energy_ev=0.591 charge=+1 gap_ha="0.297 / 0.164" s_squared=0.7610
H -0.342 1.915 3.194 0.061 0.026 -0.025 0.000
C 0.602 3.999 -0.915 -0.359 1.555 0.038 0.010
H 0.868 4.216 1.232 0.110 0.032 0.069 0.000
H -0.189 3.824 -2.914 0.031 0.011 -0.207 0.000
C 1.726 4.974 -1.282 -0.154 -0.417 0.033 0.016
H 5.266 1.313 -0.755 0.142 0.119 -0.023 0.004
H 2.236 -1.662 -3.154 0.038 -0.087 0.076 0.000
C 0.742 -3.714 -0.852 0.077 0.082 0.131 0.000
H 4.261 1.387 2.160 0.044 0.043 0.086 0.000
H 1.011 0.371 -6.085 0.007 -0.037 -0.146 0.000
Cl -4.890 -0.090 0.957 -0.361 -0.239 0.147 0.000
H -4.607 0.962 5.475 -0.117 -0.002 0.051 0.000
H -4.217 -4.596 0.956 -0.014 0.039 0.006 0.000
H 5.140 -0.426 -1.037 0.022 -0.095 -0.038 0.000
C 3.676 0.368 0.342 1.037 -0.185 0.915 0.010
O 1.109 0.683 -2.759 0.782 1.408 1.132 0.175
H -3.678 -0.664 3.866 -0.038 -0.053 0.041 0.000
H 1.361 5.997 -1.266 0.014 0.092 -0.054 0.000
H 2.385 -0.984 1.422 -0.131 -0.068 0.180 0.000
H 1.306 -2.786 -0.917 0.156 0.003 -0.130 0.000
O 2.718 0.501 -0.677 -0.642 0.762 -1.583 0.177
C -0.483 -3.478 -0.060 -0.992 -0.704 -0.011 0.000
C -2.448 -3.452 0.982 0.581 0.391 -0.064 0.000
C -3.011 2.368 5.224 0.105 -0.073 -0.055 0.000
H -0.413 -1.334 -4.895 -0.023 -0.073 -0.023 0.001
H -3.416 3.075 5.935 -0.035 0.034 -0.019 0.000
C -1.813 2.641 4.577 -0.080 0.067 0.112 0.000
H -1.947 -5.054 -0.453 -0.056 -0.210 -0.162 0.000
H 3.518 -1.796 0.329 0.047 -0.122 -0.089 0.000
H -4.440 -2.868 1.344 -0.050 0.008 -0.070 0.000
H 2.119 -1.665 -4.923 0.058 -0.052 -0.090 0.000
C 5.076 0.351 -0.278 -0.399 0.069 -0.041 0.010
H 2.533 1.490 1.774 -0.116 0.046 0.172 0.000
Cl -4.609 2.728 0.337 -0.244 -0.008 -0.148 0.000
C -0.285 -0.806 -3.954 0.319 0.388 0.204 0.011
O 1.121 2.690 -0.887 1.408 -1.733 -0.659 0.157
C 1.096 0.916 -5.151 0.011 -0.097 0.426 0.007
C -2.750 0.851 -0.274 -0.493 0.032 -0.245 0.001
H -1.108 -0.109 -3.819 -0.124 0.064 -0.040 0.000
H 0.288 1.639 -5.083 -0.131 0.078 -0.022 0.000
N -1.738 -2.401 1.384 0.067 -1.473 -1.052 0.000
H -1.292 3.568 4.771 0.026 0.049 0.018 0.000
Ge 2.442 1.808 -2.014 -1.818 -1.026 1.314 0.308
C 2.216 -1.035 -4.043 -0.254 0.375 0.173 0.001
O -0.502 -2.410 0.750 0.273 0.146 -0.109 0.002
C -4.261 1.083 -0.198 0.035 0.243 -0.038 0.001
C -0.543 4.096 -1.922 0.316 -0.275 0.137 0.000
H -0.311 -1.517 -3.130 0.001 -0.148 0.053 0.000
H -3.778 -3.947 2.549 0.031 -0.037 0.074 0.000
H 1.362 -4.467 -0.367 0.085 0.018 0.024 0.000
Pb 0.082 0.474 -0.301 -1.186 -0.164 0.560 0.024
C -1.279 1.722 3.694 -0.141 -0.317 -0.119 0.000
H 2.547 4.881 -0.575 0.090 0.031 0.088 0.000
C 3.401 -0.978 1.035 -0.098 0.399 -0.381 0.009
H -0.254 5.377 0.501 -0.065 0.057 0.056 0.000
C -1.663 -4.157 0.054 0.561 0.313 -0.063 0.000
H 3.151 -0.479 -4.105 0.197 -0.069 -0.025 0.001
H 3.694 2.455 0.860 0.064 0.195 0.039 0.000
C -3.160 0.258 4.080 0.248 0.104 -0.143 0.000
O -2.354 -0.210 -0.793 0.402 -0.665 -0.294 0.016
H 2.095 4.742 -2.283 0.052 0.100 -0.138 0.008
O -2.001 1.732 0.179 1.134 0.426 0.234 0.007
H -1.335 3.409 -1.634 -0.168 -0.012 0.019 0.000
H -0.938 5.106 -1.952 -0.077 0.089 -0.014 0.000
C 0.081 4.344 0.492 0.182 -0.401 -0.388 0.007
H 0.491 -4.076 -1.847 -0.018 0.063 -0.022 0.000
H -0.754 3.693 0.737 -0.139 -0.006 0.117 0.000
H 5.835 0.172 0.477 0.093 0.022 0.069 0.000
H -4.742 0.908 -1.163 0.147 0.035 0.222 0.000
C 1.053 -0.044 -3.960 -0.072 -0.729 -1.139 0.010
C -1.949 0.524 3.438 -0.119 0.419 0.423 0.000
C -3.803 -3.739 1.480 -0.164 0.108 0.169 0.000
N -2.100 -1.508 2.248 -0.425 1.367 1.284 0.004
H 2.044 1.452 -5.141 0.136 0.098 -0.102 0.003
C 3.538 1.500 1.358 -0.081 -0.183 -0.430 -0.001
C -3.679 1.177 4.970 -0.049 0.075 0.098 0.000
O -0.232 -0.210 1.965 0.584 0.542 -0.376 0.017
H 4.098 -1.114 1.856 0.038 -0.054 0.111 0.001
C -1.361 -0.431 2.490 -0.383 -0.810 -0.327 0.001

---

Record 3
78
Properties=species:S:1:pos:R:3:forces:R:3:mulliken_charge:R:1 method="wB97M-V/def2-TZVPD" homo_energy_ev=-5.25 energy_ev=-105863.148 multiplicity=1 relative_energy_ev=5.475 gap_ha=0.186
C 0.088 -3.424 0.571 0.086 -0.169 0.368 0.448
H 3.810 -3.430 -0.080 -0.155 0.101 -0.311 0.295
H 3.769 -1.192 -2.751 -0.012 0.122 0.086 0.421
C -0.306 -4.770 -3.729 0.290 -0.441 -0.706 -1.686
C -1.570 0.011 4.473 -0.109 0.095 -0.510 -0.972
H 2.581 -1.894 1.127 -0.105 0.342 -0.670 0.491
H 1.838 3.609 -3.124 -0.308 0.173 -0.481 0.221
H -2.151 -1.186 -3.317 -0.052 -0.125 -0.134 0.273
H -2.937 -1.930 0.850 0.168 -0.338 0.196 0.392
N 0.007 4.636 2.551 -0.215 -0.441 -0.265 0.273
H 0.920 -3.444 -0.141 -0.440 -0.064 0.277 0.416
H 0.282 -5.668 -3.521 -0.040 -0.020 -0.139 0.407
C 0.139 -4.110 1.788 0.048 0.204 -0.182 -1.294
Sc 0.703 1.610 0.230 -0.750 -2.240 0.987 0.641
Si -0.529 2.854 -3.079 1.107 0.553 0.433 0.521
N -0.325 -0.237 2.430 -0.364 -0.663 0.017 0.954
H 1.987 -1.082 -2.661 0.148 -0.019 0.337 0.196
H -1.176 -5.084 -4.319 0.098 -0.023 -0.049 0.356
C -1.693 2.575 -4.509 0.030 -0.662 0.238 -1.018
H 3.005 0.192 -1.912 0.054 -0.316 0.049 0.324
C 0.996 3.661 -3.838 -0.341 -0.175 0.083 -0.982
H 1.429 4.775 4.081 0.033 0.066 -0.128 0.346
C -1.339 4.013 -1.816 -0.133 -0.472 -0.065 -0.811
C -0.577 -0.749 6.614 -0.118 -0.291 2.356 -0.205
Cl 0.565 1.125 -2.073 -1.326 1.173 -2.594 0.101
C 1.395 4.586 3.004 0.196 0.264 0.075 -0.922
H -1.978 3.612 -4.770 0.056 -0.444 -0.019 0.331
H -0.135 6.663 2.015 -0.139 -0.270 0.095 0.325
O 1.881 -0.108 0.346 0.708 -0.541 0.393 -0.062
O 0.219 2.490 1.986 -1.260 0.997 0.449 -0.554
H -0.897 6.243 3.575 0.072 -0.076 -0.252 0.331
C -1.051 -2.703 0.237 -0.271 0.451 -0.985 0.604
H 4.244 -3.060 -1.779 -0.159 -0.119 0.254 0.334
C 2.929 -0.877 -2.129 -0.190 -0.137 -0.112 -1.030
C 3.435 -3.047 -1.041 -0.119 -0.159 0.147 -0.840
H 1.317 -1.499 2.488 -0.241 0.411 0.307 0.093
C -1.544 -2.044 -3.630 0.088 0.444 -0.141 -1.621
C -0.566 -0.653 5.182 0.163 0.114 -0.459 0.606
H 1.229 3.128 -4.783 0.090 0.398 0.547 0.276
C -0.713 5.897 2.548 -0.272 0.079 0.173 -0.862
H -1.573 3.496 1.762 0.321 0.074 -0.043 0.476
H -0.363 -4.603 -1.547 -0.413 0.092 -0.108 0.430
H 1.266 -1.788 4.962 -0.249 0.073 -0.076 0.470
N 2.989 -1.663 -0.893 -0.277 0.122 0.545 0.400
C -1.424 0.156 3.091 0.387 0.089 0.518 -0.385
C 0.482 -1.221 4.464 0.149 -0.099 -0.347 -1.033
H -2.593 1.989 -4.269 0.269 0.234 -0.173 0.316
H -2.118 -1.434 -1.148 -0.142 0.250 0.560 0.147
C -2.104 -2.580 1.138 0.007 -0.386 -0.001 -0.407
H 1.047 -4.676 2.035 -0.480 0.133 0.077 0.349
O -0.130 -1.427 -1.678 2.543 2.189 1.793 -0.071
Cl -1.793 1.423 0.055 0.207 0.113 0.041 -0.578
H -2.438 0.448 4.961 0.170 -0.237 0.028 0.530
H -2.099 3.480 -1.204 0.513 0.533 -0.519 0.305
H -1.148 2.113 -5.352 -0.380 0.207 0.318 0.287
H 2.601 -3.682 -1.394 0.384 0.305 0.056 0.271
H -2.046 -2.569 -4.446 -0.044 -0.210 0.170 0.453
H -1.675 5.746 2.042 0.260 0.140 0.147 0.276
C -0.689 -4.108 -2.461 -0.233 0.539 0.136 0.099
C -0.518 3.524 2.072 1.238 -0.440 0.314 0.094
H -0.581 4.476 -1.152 -0.397 -0.136 -0.370 0.129
C -1.195 -2.041 -1.128 -0.394 -0.793 -1.917 -0.471
C -2.082 -3.290 2.335 0.091 0.106 -0.091 -0.625
C 2.455 -1.233 0.241 -0.174 0.775 -0.855 -0.317
C 0.538 -1.015 3.080 -0.063 0.279 0.514 -0.054
C -0.959 -4.059 2.657 0.231 0.081 0.149 -0.643
H -0.607 -1.613 -4.011 -0.264 -0.180 -0.144 0.132
C -1.207 -2.863 -2.420 -0.735 -2.004 1.242 0.494
H -2.204 0.630 2.491 0.350 0.055 0.148 0.407
H -1.831 4.779 -2.454 0.331 -0.221 0.480 0.409
H 0.308 -4.130 -4.386 -0.097 -0.067 0.096 0.286
N -0.568 -0.847 7.778 -0.021 0.243 -2.288 -0.519
H -2.947 -3.240 2.999 0.331 -0.044 -0.006 0.429
H 0.725 4.710 -4.059 0.343 -0.366 -0.012 0.341
H 1.802 3.598 2.780 -0.079 0.408 0.143 0.198
H 1.976 5.335 2.462 -0.043 -0.011 0.129 0.340
H -0.907 -4.576 3.614 -0.098 0.006 -0.220 0.414
Cl 2.328 3.268 -0.111 0.142 0.366 -0.097 -0.492